A 11-piece molecular cluster, C43H111O28P5S5 overall, computed with ωB97M-V/def2-TZVPD.

E_tot = -204350.9397 eV
HOMO-LUMO gap = 8.8370 eV
LUMO level = 0.284 eV
HOMO energy = -8.553 eV

Each line ends with the Mulliken charge.
Element x y z (Å)
C -24.613 9.602 -5.657  -1.0749
C -25.622 8.536 -5.294  -0.3087
O -25.190 7.258 -5.738  0.0893
P -25.447 5.891 -5.108  0.0725
O -25.909 5.766 -3.714  -0.8931
O -24.111 5.124 -5.384  0.3847
C -23.066 5.464 -4.445  -0.6642
C -21.887 4.553 -4.656  -0.8942
O -26.397 5.171 -6.146  0.1269
C -26.705 3.773 -5.836  -0.0637
C -28.030 3.483 -6.570  -1.0313
H -24.357 9.533 -6.746  0.2008
H -25.063 10.576 -5.395  0.3794
H -23.706 9.493 -5.049  0.3208
H -25.845 8.454 -4.211  0.4377
H -26.601 8.783 -5.810  0.2127
H -22.852 6.560 -4.568  0.2213
H -23.475 5.400 -3.446  0.5863
H -22.273 3.533 -4.843  0.0841
H -21.268 4.895 -5.497  0.1721
H -21.255 4.600 -3.756  0.4486
H -25.870 3.130 -6.143  -0.1312
H -26.752 3.737 -4.747  0.5110
H -28.448 2.516 -6.338  0.4237
H -28.746 4.231 -6.277  0.3538
H -27.887 3.610 -7.655  0.0737
C -21.364 3.201 -13.740  -1.0761
C -21.974 1.821 -13.463  0.9728
O -22.619 1.285 -14.653  -0.1390
P -24.132 1.036 -14.960  0.0738
O -25.125 2.059 -14.578  -0.4140
O -24.136 0.750 -16.557  -0.3089
C -23.202 -0.223 -17.165  -0.0397
C -21.861 0.576 -17.476  -1.0986
O -24.221 -0.358 -14.188  0.3242
C -25.405 -1.202 -14.249  1.1242
C -25.375 -2.180 -15.446  -1.5419
H -20.973 3.601 -12.806  0.0535
H -20.542 3.138 -14.456  0.4352
H -22.121 3.900 -14.035  0.2883
H -21.261 1.117 -13.088  -0.0277
H -22.757 2.015 -12.716  -0.4133
H -23.047 -1.005 -16.388  0.0380
H -23.684 -0.698 -18.025  0.4038
H -21.137 -0.112 -17.934  0.4008
H -22.046 1.330 -18.242  0.3474
H -21.349 1.114 -16.690  0.1013
H -25.521 -1.657 -13.262  -0.1643
H -26.308 -0.584 -14.321  -0.1533
H -25.522 -1.651 -16.390  0.2964
H -24.427 -2.750 -15.558  0.2731
H -26.185 -2.905 -15.272  0.3467
C -22.739 6.256 -8.712  -0.3099
C -22.018 5.916 -9.971  0.5733
O -20.631 6.420 -9.912  -0.4579
P -19.552 6.106 -11.054  0.5988
O -18.271 6.776 -10.883  -0.8216
O -19.432 4.517 -11.135  -0.1841
C -18.321 3.933 -10.398  0.0083
C -18.731 3.701 -8.979  -0.7144
O -20.392 6.515 -12.333  -0.1153
C -19.886 7.112 -13.513  -0.3306
C -20.782 8.252 -14.096  -1.0751
H -22.270 5.843 -7.854  0.0971
H -22.776 7.355 -8.548  0.4011
H -23.757 5.839 -8.734  -0.1836
H -21.956 4.831 -10.174  -0.0970
H -22.593 6.383 -10.785  0.1428
H -18.232 3.008 -10.988  -0.2359
H -17.407 4.567 -10.475  0.3609
H -18.919 4.648 -8.423  0.3154
H -19.637 3.051 -8.920  -0.1388
H -18.017 3.148 -8.416  0.5438
H -18.874 7.536 -13.343  0.3602
H -19.751 6.443 -14.324  0.2988
H -21.051 8.968 -13.265  0.3004
H -20.283 8.777 -14.923  0.3754
H -21.681 7.853 -14.575  0.1847
C -22.569 -2.946 -11.456  -1.2494
C -22.310 -1.441 -11.188  0.7514
O -22.184 -1.115 -9.820  -0.3423
P -21.882 0.428 -9.505  -1.2091
O -22.830 1.337 -10.161  1.7407
O -21.711 0.518 -7.936  -0.4528
C -22.781 1.004 -7.106  -0.4951
C -23.015 2.509 -7.382  0.3323
O -20.446 0.744 -10.019  -0.0729
C -19.258 -0.051 -9.981  -0.4468
C -18.557 -0.037 -11.319  -0.7852
H -21.863 -3.633 -10.971  0.4229
H -23.525 -3.199 -11.043  0.0663
H -22.567 -3.057 -12.541  0.3490
H -21.409 -1.200 -11.777  -0.0809
H -23.197 -0.895 -11.584  -0.2044
H -23.732 0.448 -7.285  0.1243
H -22.530 0.760 -6.058  0.4001
H -23.533 2.687 -8.363  -0.0594
H -23.569 2.963 -6.594  -0.1438
H -22.045 2.988 -7.542  0.0395
H -18.563 0.296 -9.210  0.3087
H -19.538 -1.040 -9.668  0.4418
H -18.266 1.025 -11.405  0.0305
H -17.710 -0.726 -11.402  0.3990
H -19.210 -0.351 -12.129  0.1686
C -30.333 -2.315 -12.991  -1.7888
C -28.858 -2.579 -13.009  0.7743
O -28.491 -3.741 -12.228  0.0212
P -27.086 -4.429 -12.362  0.5879
O -26.563 -4.621 -13.716  -0.8007
O -27.412 -5.748 -11.515  -0.3598
C -28.649 -6.385 -11.626  -0.1218
C -29.368 -6.213 -10.266  -1.0600
O -26.173 -3.622 -11.385  -0.0688
C -26.491 -3.379 -9.997  -0.2957
C -25.772 -2.146 -9.531  -0.4245
H -30.932 -3.012 -13.562  0.3842
H -30.614 -2.491 -11.945  0.4570
H -30.669 -1.333 -13.252  0.3252
H -28.513 -2.801 -13.987  0.2237
H -28.366 -1.746 -12.491  -0.2334
H -29.237 -5.884 -12.442  0.1764
H -28.539 -7.441 -11.978  0.3775
H -30.333 -6.714 -10.415  0.3762
H -28.753 -6.702 -9.542  0.3535
H -29.420 -5.178 -9.936  0.1652
H -27.578 -3.338 -9.843  0.3614
H -26.122 -4.244 -9.449  0.1732
H -26.272 -1.719 -8.669  0.5478
H -24.682 -2.314 -9.292  0.2242
H -25.833 -1.382 -10.365  -0.3305
C -30.673 -1.030 -16.664  -0.4875
O -30.732 0.189 -16.024  -0.3774
C -29.532 0.661 -15.523  0.6897
O -28.538 0.022 -15.451  -0.4513
O -29.544 1.938 -15.315  -0.3232
C -28.327 2.448 -14.807  0.3135
H -29.841 -1.170 -17.420  0.2310
H -31.551 -1.264 -17.244  0.2758
H -30.561 -1.784 -15.913  0.1102
H -27.425 2.252 -15.389  0.3288
H -28.073 1.985 -13.869  0.0799
H -28.520 3.521 -14.707  -0.5310
C -27.246 8.617 -10.594  -1.0523
S -25.956 7.727 -9.879  0.5240
O -25.398 8.645 -8.935  -0.5519
C -26.921 6.524 -9.145  0.8510
H -26.794 9.329 -11.270  0.3700
H -27.711 9.135 -9.719  0.3505
H -27.986 8.062 -11.172  0.1489
H -27.239 5.732 -9.882  -0.6164
H -27.835 6.834 -8.619  0.6323
H -26.290 5.977 -8.447  -0.8098
C -27.388 6.490 -15.714  -0.7069
S -26.320 6.871 -14.307  0.3046
O -27.126 6.758 -13.057  -0.4167
C -25.214 5.528 -14.451  -0.1140
H -26.699 6.338 -16.557  0.4169
H -28.158 7.235 -15.878  0.3930
H -27.844 5.505 -15.608  -0.1179
H -25.737 4.584 -14.441  -0.2906
H -24.551 5.620 -13.621  -0.0153
H -24.714 5.548 -15.433  0.6028
C -25.315 3.868 -11.506  1.1131
S -26.296 3.169 -10.257  0.1651
O -27.720 3.421 -10.524  0.0522
C -26.049 1.436 -10.743  0.3796
H -25.344 3.269 -12.436  -0.6554
H -24.287 3.812 -11.102  -0.2616
H -25.631 4.899 -11.644  -0.1531
H -25.037 1.145 -10.381  -0.1148
H -26.180 1.327 -11.828  -0.0443
H -26.889 0.955 -10.211  -0.3015
C -30.416 0.649 -7.838  -1.1326
S -29.288 0.126 -9.041  0.7943
O -29.581 -1.256 -9.292  -0.7105
C -29.687 0.930 -10.518  -0.5128
H -31.415 0.541 -8.275  0.3878
H -30.241 1.694 -7.611  0.2863
H -30.192 0.003 -6.972  0.3568
H -30.589 0.550 -11.008  0.6167
H -28.849 0.734 -11.145  -0.2604
H -29.645 1.994 -10.393  0.1591
C -29.921 5.416 -11.791  -0.7743
S -30.914 4.325 -12.788  0.7860
O -32.243 4.358 -12.153  -0.7445
C -30.937 5.349 -14.255  -0.7663
H -29.863 4.977 -10.796  0.2095
H -30.473 6.366 -11.745  0.5413
H -28.930 5.564 -12.116  -0.0154
H -29.909 5.578 -14.598  -0.0721
H -31.388 6.300 -13.989  0.4435
H -31.597 4.865 -14.991  0.3522